The following is a DFT calculation (ωB97M-V/def2-TZVPD) of the ion C8H12NO with charge +1 at a distorted geometry.

XYZ file:
```
22
C8H12NO, DFT ωB97M-V/def2-TZVPD
C -0.445 -2.174 -1.607
C 0.316 -1.569 -2.525
C -0.324 -1.316 -0.419
C 0.517 -0.365 -0.822
C -1.024 -1.312 0.901
C -0.381 -0.308 1.891
C 1.027 1.259 0.529
C 0.948 2.491 -0.319
N -0.273 1.020 1.225
O 0.866 -0.437 -2.094
H -1.068 -3.022 -1.484
H 0.386 -1.932 -3.548
H -2.133 -1.163 0.570
H -1.180 -2.362 1.225
H -1.079 -0.402 2.697
H 0.487 -0.888 2.275
H 1.961 1.108 0.917
H -0.184 2.674 -0.469
H 1.500 2.328 -1.324
H 1.503 3.459 -0.045
H -1.093 1.038 0.566
H -0.329 1.872 1.860
```

The calculation puts the HOMO energy at -12.519 eV. Its total charge is +1. As for the lowest unoccupied orbital energy: -0.1300 Eh.

---

The following is a DFT calculation (ωB97M-V/def2-TZVPD) of a structure of composition C19H22F3N2 at a distorted geometry.

XYZ file:
```
46
C19H22F3N2, DFT ωB97M-V/def2-TZVPD
F 4.094 1.205 2.085
C 3.795 0.000 2.659
F 4.664 -0.919 2.160
F 4.064 0.115 4.008
C 2.365 -0.375 2.423
C 2.014 -1.651 1.985
C 0.683 -1.927 1.693
C -0.320 -0.952 1.909
C -1.720 -1.263 1.516
C -2.807 -0.385 2.085
C -3.939 -1.023 2.614
C -5.079 -0.284 2.913
C -5.092 1.098 2.699
C -3.958 1.741 2.194
C -2.840 0.998 1.815
C 0.059 0.267 2.503
C 1.397 0.575 2.717
H 2.775 -2.419 1.877
H 0.422 -2.876 1.208
H -1.941 -2.314 1.745
H -3.917 -2.109 2.723
H -5.957 -0.800 3.294
H -5.978 1.680 2.943
H -3.931 2.821 2.068
H -2.005 1.484 1.292
H -0.685 1.032 2.730
H 1.665 1.545 3.138
N -4.565 -2.182 -0.048
C -3.967 -2.384 -1.355
C -2.805 -1.432 -1.568
C -2.106 -1.634 -2.920
C -0.679 -1.152 -2.706
C -0.473 -1.187 -1.192
N -1.741 -1.646 -0.557
H -5.038 -1.281 0.002
H -5.247 -2.910 0.143
H -3.567 -3.405 -1.394
H -4.701 -2.251 -2.172
H -3.220 -0.402 -1.539
H -2.093 -2.704 -3.145
H -2.616 -1.157 -3.762
H 0.058 -1.760 -3.222
H -0.547 -0.139 -3.091
H 0.314 -1.902 -0.920
H -0.116 -0.194 -0.840
H -1.931 -0.914 0.220
```

The calculation puts the HOMO energy at -12.481 eV. Its total charge is +1. As for the lowest unoccupied orbital energy: -0.1990 Eh.

---

The following is a DFT calculation (ωB97M-V/def2-TZVPD) of the molecule C3H3O3P at a distorted geometry.

XYZ file:
```
10
C3H3O3P, DFT ωB97M-V/def2-TZVPD
C 0.041 2.748 0.164
C 0.500 0.540 -0.139
C -0.086 0.059 1.139
O 0.235 3.875 -0.234
O -0.156 2.565 1.472
O -0.103 1.739 -0.663
P -0.663 1.145 2.241
H 1.586 0.888 -0.098
H 0.439 -0.132 -0.847
H -0.209 -0.969 1.318
```

The calculation puts the HOMO energy at -10.072 eV. Its total charge is 0. As for the lowest unoccupied orbital energy: -0.0141 Eh. As for the SMILES: O=C1OCC=PO1.

---

The following is a DFT calculation (ωB97M-V/def2-TZVPD) of a structure of composition C8H7NNiO4 at a distorted geometry.

XYZ file:
```
21
C8H7NNiO4, DFT ωB97M-V/def2-TZVPD
Ni -0.004 -0.017 -0.371
O 0.149 3.126 0.256
C 0.061 2.098 -0.260
C -0.126 -1.940 -0.301
O -0.148 -3.090 -0.248
C 1.970 -0.222 -0.359
O 3.130 -0.139 -0.224
C -1.953 -0.028 -0.364
O -3.089 0.158 -0.357
C 0.031 0.653 -3.856
H -0.879 1.279 -3.966
H 0.993 1.197 -3.949
C -0.032 -0.680 -3.926
H 0.867 -1.282 -4.066
H -0.987 -1.185 -4.084
C 0.003 0.012 3.961
C -0.004 -0.001 2.536
N 0.002 0.021 1.380
H 0.904 -0.505 4.295
H -0.893 -0.506 4.302
H 0.004 1.053 4.288
```

The calculation puts the HOMO energy (alpha / beta) at -17.228 / -17.113 eV. Its total charge is +2. As for the lowest unoccupied orbital energy (alpha / beta): -0.3197 / -0.3747 Eh. Its spin multiplicity is 3.

---

The following is a DFT calculation (ωB97M-V/def2-TZVPD) of the molecule C6H13NO at a distorted geometry.

XYZ file:
```
21
C6H13NO, DFT ωB97M-V/def2-TZVPD
C -0.171 0.154 0.024
C 0.862 -0.557 -0.836
C -1.296 0.617 -1.024
C -2.521 1.199 -0.333
N 0.389 1.319 0.640
C 2.058 -1.238 -0.101
C 2.267 -1.482 1.182
O -0.789 -0.719 0.946
H -0.145 -1.380 1.227
H 1.313 1.167 1.022
H -0.267 1.745 1.281
H 0.378 -1.356 -1.402
H 1.295 0.164 -1.532
H -1.607 -0.235 -1.630
H -0.844 1.365 -1.675
H 2.824 -1.583 -0.790
H -2.917 0.482 0.382
H -2.276 2.124 0.183
H -3.303 1.407 -1.062
H 1.598 -1.193 1.979
H 3.151 -2.001 1.519
```

The calculation puts the HOMO energy at -9.358 eV. Its total charge is 0. As for the lowest unoccupied orbital energy: 0.0355 Eh. As for the SMILES: C=CC[C@](N)(O)CC.

---

Calculated energy relative to the best compared isomer or geometry (same formula, charge and spin), 371.5; 263.4; 106.3; 15.0; 130.7 kJ/mol (same order as the records).